# 1
{
  "formula": "C4H7NO",
  "method": "ωB97M-V/def2-TZVPD",
  "charge": 0,
  "de_lowest_ev": 3.5027,
  "elements": ["C", "N", "C", "C", "C", "O", "H", "H", "H", "H", "H", "H", "H"],
  "xyz": [[0.561, -1.565, -0.577], [0.531, -0.572, -1.402], [0.063, 0.720, -0.989], [-0.651, 0.668, 0.357], [0.223, -0.140, 1.301], [0.435, -1.477, 0.774], [0.003, -2.007, -1.452], [-0.598, 1.063, -1.794], [0.930, 1.376, -0.960], [-1.629, 0.176, 0.268], [-0.821, 1.676, 0.746], [1.192, 0.359, 1.445], [-0.240, -0.276, 2.282]],
  "lowdin_charge": [-0.236, 0.008, -0.242, -0.169, -0.170, -0.063, 0.154, 0.116, 0.114, 0.122, 0.115, 0.127, 0.123]
}

---

# 2
{
  "formula": "CHNO3S",
  "method": "ωB97M-V/def2-TZVPD",
  "charge": 0,
  "de_lowest_ev": 4.7860,
  "elements": ["C", "N", "O", "O", "O", "S", "H"],
  "xyz": [[1.143, -1.039, -0.768], [0.368, -0.243, -1.003], [-0.558, 0.542, -1.008], [-2.125, -0.052, 1.039], [-0.056, 0.967, 1.595], [-1.311, 1.127, 0.980], [2.539, -1.302, -0.835]],
  "lowdin_charge": [0.111, -0.199, -0.134, -0.427, -0.430, 0.827, 0.252]
}

---

# 3
{
  "formula": "C22H18ClN4O4RuS",
  "method": "ωB97M-V/def2-TZVPD",
  "charge": 0,
  "de_lowest_ev": 0.0000,
  "multiplicity": 2,
  "elements": ["Ru", "O", "C", "C", "C", "C", "C", "C", "C", "N", "N", "C", "O", "C", "C", "C", "C", "C", "C", "H", "H", "H", "H", "H", "H", "H", "H", "H", "H", "Cl", "C", "C", "C", "C", "O", "C", "C", "O", "C", "H", "H", "H", "H", "N", "C", "N", "S", "H", "H", "H", "H"],
  "xyz": [[0.159, 0.494, 0.208], [0.817, 1.337, 1.870], [1.789, 0.801, 2.574], [2.534, 1.660, 3.408], [3.599, 1.199, 4.147], [3.960, -0.152, 4.117], [3.213, -1.020, 3.355], [2.138, -0.581, 2.566], [1.286, -1.572, 1.955], [0.362, -1.246, 1.127], [-0.705, -2.111, 0.919], [-1.756, -1.364, 0.694], [-1.741, -0.067, 0.680], [-3.061, -2.030, 0.473], [-4.208, -1.523, 1.073], [-5.430, -2.138, 0.857], [-5.514, -3.249, 0.028], [-4.371, -3.747, -0.581], [-3.144, -3.142, -0.356], [2.229, 2.698, 3.447], [4.152, 1.888, 4.773], [4.788, -0.513, 4.710], [3.444, -2.079, 3.359], [1.315, -2.600, 2.310], [-4.134, -0.644, 1.700], [-6.321, -1.749, 1.333], [-6.471, -3.724, -0.145], [-4.435, -4.609, -1.232], [-2.241, -3.525, -0.813], [-1.436, 2.073, -6.797], [-1.086, 1.415, -5.227], [-1.046, 0.017, -5.064], [-0.769, -0.538, -3.849], [-0.516, 0.264, -2.699], [-0.250, -0.341, -1.597], [-0.578, 1.683, -2.881], [-0.378, 2.628, -1.835], [-0.198, 2.404, -0.622], [-0.853, 2.226, -4.160], [-1.236, -0.614, -5.923], [-0.734, -1.611, -3.716], [-0.389, 3.683, -2.141], [-0.886, 3.302, -4.278], [2.700, 2.935, 0.487], [3.281, 1.815, 0.065], [4.606, 1.689, 0.197], [2.412, 0.533, -0.653], [3.199, 3.559, 1.101], [1.685, 2.941, 0.534], [5.182, 2.425, 0.567], [5.036, 0.821, -0.068]],
  "lowdin_charge": [1.227, -0.239, -0.371, -0.039, -0.090, -0.101, -0.049, -0.165, -0.059, -0.150, 0.105, -0.461, -0.140, -0.157, -0.024, -0.082, -0.094, -0.084, -0.029, 0.112, 0.101, 0.097, 0.113, 0.136, 0.116, 0.101, 0.099, 0.100, 0.112, 0.648, -0.677, -0.087, 0.008, -0.329, -0.210, -0.127, -0.167, -0.138, -0.069, 0.108, 0.121, 0.135, 0.113, 0.134, -0.838, 0.116, 0.763, 0.118, 0.079, 0.114, 0.099]
}